Entry 1:
Here is a cluster of 2 separate species, C4H10S3 in total from OMol25. Energies are from ωB97M-V/def2-TZVPD.

The geometry in ORCA input format:
```
! wB97M-V def2-TZVPD RIJCOSX def2/J DEFGRID3
* xyz 0 1
C 0.98660 1.74128 1.84529
C -1.57503 -1.93361 -1.08215
C 0.25473 0.41135 1.74595
C 0.34891 -0.19991 -1.01968
S -0.68580 1.13103 -1.04585
S 1.30762 -0.43638 -2.52016
S 1.10355 -0.69587 0.44564
H 2.05805 1.60950 2.07525
H 1.07538 2.38346 0.94891
H 0.46334 2.42449 2.63170
H -1.79805 -1.75203 -0.13178
H -2.14493 -1.31611 -1.86882
H -0.92448 -2.72942 -1.37516
H -0.70755 0.31496 1.44117
H 0.44981 -0.15585 2.71025
H -1.19927 0.89197 -2.33062
H 0.98713 -1.68887 -2.46993
*
```

Energy relative to the best compared isomer or geometry (same formula, charge and spin)   104.8 kcal/mol
E_LUMO (spin up / spin down)   0.435 / -0.003 eV
Frontier orbital gap (spin up / spin down)   7.3 / 8.0 eV
HOMO (spin up / spin down)   -6.9 / -8.0 eV

---

Entry 2:
Here is a structure of composition C4H10S3SbSe2Sn from OMol25. Energies are from ωB97M-V/def2-TZVPD.

The geometry in ORCA input format:
```
! wB97M-V def2-TZVPD RIJCOSX def2/J DEFGRID3
* xyz 2 2
Sn -0.17589 -0.02849 0.46086
C 3.91761 -0.53033 0.30174
Se 2.66928 0.92718 0.05238
C 2.73744 1.71942 1.83280
C 2.13281 0.87151 2.95202
Se 0.18567 0.96511 2.99183
C -0.17794 -0.53100 4.18035
H 4.90213 -0.07735 0.39882
H 3.87722 -1.15154 -0.58812
H 3.66759 -1.11254 1.18431
H 2.25902 2.69222 1.71928
H 3.78882 1.90206 2.05075
H 2.48681 1.23546 3.91252
H 2.37405 -0.18609 2.87231
H 0.53582 -1.32902 3.99774
H -1.19160 -0.86737 3.98410
H -0.09776 -0.15336 5.19327
S -1.33477 1.64715 -2.24915
Sb -2.98929 1.91089 -0.50650
S -2.63504 -0.16122 0.65163
S -0.51089 2.38528 -0.46742
*
```

E_LUMO (spin up / spin down)   -7.971 / -10.153 eV
Frontier orbital gap (spin up / spin down)   7.6 / 5.7 eV
HOMO (spin up / spin down)   -15.5 / -15.9 eV

---

Entry 3:
Here is a structure of composition C4H11AlAs2F12NO from OMol25. Energies are from ωB97M-V/def2-TZVPD.

The geometry in ORCA input format:
```
! wB97M-V def2-TZVPD RIJCOSX def2/J DEFGRID3
* xyz 1 1
Al 1.37914 -0.36929 -0.18928
As -0.43016 3.18297 2.03965
F -1.22937 4.45768 2.95800
F -1.53511 3.29753 0.66239
F 0.40934 1.86762 1.05968
F 0.75310 2.85171 3.38868
F -1.55581 1.96145 2.69045
F 0.60495 4.37410 1.15671
As 5.73047 -1.14842 -0.64222
F 5.68837 -2.32603 0.84205
F 4.29353 -0.18286 -0.21738
F 5.88618 -0.02288 -1.98979
F 7.19214 -2.08894 -1.28405
F 4.55190 -2.22081 -1.56077
F 6.87758 -0.12210 0.30613
C -3.54129 0.86618 -0.27046
C -2.22607 0.10411 -0.19850
C -2.29879 -1.31603 -0.62367
O -1.04689 -2.02659 -0.47061
C -1.41001 -3.39358 -0.56794
N -1.27608 0.91799 -0.95679
H -4.04785 0.68055 -1.21758
H -3.55034 1.95555 -0.23429
H -4.11381 0.47519 0.57064
H -1.97056 -0.01989 0.85385
H -2.52780 -1.42382 -1.68387
H -3.13415 -1.79983 -0.11749
H -0.56672 -4.04646 -0.79314
H -2.16866 -3.59578 -1.32403
H -1.79594 -3.76528 0.38127
H -1.42608 1.86323 -0.63411
H -1.51516 1.01264 -1.93351
*
```

Energy relative to the best compared isomer or geometry (same formula, charge and spin)   74.3 kcal/mol
E_LUMO   -12.622 eV
Frontier orbital gap   2.3 eV
HOMO   -14.9 eV

---

Entry 4:
Here is a structure of composition C4H11AlBCl4O3S from OMol25. Energies are from ωB97M-V/def2-TZVPD.

The geometry in ORCA input format:
```
! wB97M-V def2-TZVPD RIJCOSX def2/J DEFGRID3
* xyz -1 1
C 3.22047 0.86879 1.29062
C 2.50460 1.03641 -0.07396
B 0.93154 1.26261 0.10412
O 0.42688 2.45174 -0.40232
Al -0.26265 -0.18944 1.18972
C -2.22270 -0.19636 0.54498
S -3.01967 1.33941 0.62406
O -3.77425 1.62424 -0.58008
O -3.67614 1.49808 1.90435
H 3.81712 -0.04424 1.33285
H 3.88958 1.70679 1.49428
H 2.50719 0.80880 2.11648
H 2.64715 0.12393 -0.66043
H 2.96699 1.86220 -0.63754
H 1.12679 3.07853 -0.61197
H 0.32546 -1.68367 0.91666
H -0.18708 0.10655 2.78801
H -2.29209 -0.54070 -0.48740
H -2.80708 -0.85626 1.19130
H -1.98412 2.21425 0.61647
C -0.82873 -3.29239 -2.52126
Cl 0.55844 -2.20413 -2.51731
Cl -1.44840 -3.46755 -0.89349
Cl -2.08984 -2.62864 -3.57515
Cl -0.32944 -4.87892 -3.15299
*
```

E_LUMO   2.372 eV
Frontier orbital gap   7.0 eV
HOMO   -4.6 eV

---

Entry 5:
Here is the molecule C4H11B from OMol25. Energies are from ωB97M-V/def2-TZVPD.

The geometry in ORCA input format:
```
! wB97M-V def2-TZVPD RIJCOSX def2/J DEFGRID3
* xyz 0 1
B -1.08977 -1.26255 -1.66451
C 1.34275 -0.58203 0.13066
C 0.16805 1.39077 1.40859
C -0.78741 0.30905 -0.84025
C 0.02264 0.14016 0.52895
H -1.23336 -1.96160 -0.70037
H -1.84058 0.60912 -0.45434
H 1.83806 -1.19686 0.94350
H 2.00353 0.18737 -0.14970
H 1.33300 -1.16736 -0.71736
H 0.68797 0.94532 2.24955
H -0.81564 1.60955 1.70378
H 0.69884 2.06493 0.86924
H -0.33226 0.98111 -1.64784
H -1.35861 -1.59638 -2.89883
H -0.63718 -0.47060 1.23894
*
```

Energy relative to the best compared isomer or geometry (same formula, charge and spin)   64.8 kcal/mol
E_LUMO   0.251 eV
Frontier orbital gap   10.2 eV
HOMO   -9.9 eV

---

Entry 6:
Here is the molecule C4H11B from OMol25. Energies are from ωB97M-V/def2-TZVPD.

The geometry in ORCA input format:
```
! wB97M-V def2-TZVPD RIJCOSX def2/J DEFGRID3
* xyz 0 1
B -0.66066 -1.16897 1.15925
C -0.28794 0.33653 0.61255
C -1.74155 1.02460 0.15305
C 0.66486 0.37743 -0.72095
C 1.88843 -0.71564 -0.73531
H -1.00707 -2.03932 0.42577
H -0.63306 -1.36005 2.34183
H 0.16610 1.01125 1.48642
H -2.44690 1.24458 1.07204
H -1.49204 2.05225 -0.37739
H -2.32059 0.29431 -0.59300
H 1.18387 1.45237 -0.73848
H -0.00176 0.29874 -1.70794
H 2.22870 -1.09545 0.31913
H 2.83373 -0.14917 -1.19430
H 1.62587 -1.56346 -1.50267
*
```

Energy relative to the best compared isomer or geometry (same formula, charge and spin)   65.4 kcal/mol
E_LUMO   0.321 eV
Frontier orbital gap   10.8 eV
HOMO   -10.4 eV

---

Entry 7:
Here is a structure of composition C4H11BClCuF4Ti from OMol25. Energies are from ωB97M-V/def2-TZVPD.

The geometry in ORCA input format:
```
! wB97M-V def2-TZVPD RIJCOSX def2/J DEFGRID3
* xyz -2 3
Ti -1.89736 -0.04565 -0.05040
Cl -3.42980 1.51543 -0.17850
C -2.75749 -1.52563 0.99755
C -1.55496 -0.90641 -1.83356
H -2.82196 -2.42847 0.37623
H -2.07468 -1.68666 1.84641
H -3.75226 -1.20513 1.34348
H -2.02614 -1.90117 -1.75482
H -0.48032 -0.99841 -2.03410
H -2.05689 -0.32364 -2.61730
Cu 1.42571 0.29684 -0.14260
C 2.10455 -0.34405 -1.83508
C -0.10366 0.28231 1.10842
H 2.35439 -1.40734 -1.71174
H 1.34241 -0.16865 -2.60156
H 3.00749 0.26393 -1.99552
H 0.16943 -0.54233 1.79368
H -0.09373 1.23618 1.65703
F 1.89400 2.31424 0.28088
B 2.55303 2.01670 1.57125
F 2.76915 0.56159 1.51251
F 3.76032 2.68526 1.65436
F 1.66878 2.31106 2.61339
*
```

Energy relative to the best compared isomer or geometry (same formula, charge and spin)   6.0 kcal/mol
E_LUMO (spin up / spin down)   5.364 / 5.330 eV
Frontier orbital gap (spin up / spin down)   4.7 / 6.0 eV
HOMO (spin up / spin down)   0.7 / -0.7 eV

---

Entry 8:
Here is a structure of composition C4H11BClF4NdSc from OMol25. Energies are from ωB97M-V/def2-TZVPD.

The geometry in ORCA input format:
```
! wB97M-V def2-TZVPD RIJCOSX def2/J DEFGRID3
* xyz -1 4
Nd 0.83064 0.64777 -0.36473
Cl -1.87763 -0.39092 -1.22195
C 1.77212 -1.45416 -0.34002
H 2.70304 -1.63963 0.26894
H 1.90078 -1.89201 -1.37429
H 0.91923 -2.04471 0.15041
Sc -1.17638 0.50017 -3.47807
C -1.14053 -1.51161 -4.44985
C -2.83726 2.11658 -3.82078
C 0.87462 1.26312 -3.26944
H -3.25454 3.05525 -3.36706
H -2.63573 2.14181 -4.92848
H -3.57994 1.30947 -3.68258
H -0.54116 -2.36212 -4.17786
H -2.14500 -1.73240 -4.08670
H -1.16192 -1.43057 -5.51824
H 1.84378 0.79639 -3.58673
H 1.24339 2.34221 -3.26538
F -0.33495 -0.61310 1.50186
B 0.49664 -0.00392 2.53666
F 0.71410 1.47309 1.81463
F -0.08051 0.34272 3.72446
F 1.77449 -0.50311 2.50169
*
```

Energy relative to the best compared isomer or geometry (same formula, charge and spin)   22.4 kcal/mol
E_LUMO (spin up / spin down)   2.115 / 2.156 eV
Frontier orbital gap (spin up / spin down)   5.7 / 5.8 eV
HOMO (spin up / spin down)   -3.6 / -3.6 eV

---

Entry 9:
Here is a cluster of 2 separate species, C4H11BClF6NO3P2S in total from OMol25. Energies are from ωB97M-V/def2-TZVPD.

The geometry in ORCA input format:
```
! wB97M-V def2-TZVPD RIJCOSX def2/J DEFGRID3
* xyz 0 1
C 0.59318 0.20269 1.48555
C 0.80660 1.44444 0.68099
O 1.53199 2.32686 1.00520
N 0.04608 1.61797 -0.56059
C 0.48694 2.82388 -1.32654
P -0.35489 0.26024 -1.44547
S -1.82964 -0.84730 -0.64998
Cl -0.90487 0.95511 -3.22891
C 0.94616 -0.91900 -1.76576
B 2.37711 -0.29404 -2.19533
O 2.94539 -0.65464 -3.37635
O 3.00091 0.67317 -1.46018
H 0.81291 0.46744 2.52409
H 1.31580 -0.57450 1.19553
H -0.42067 -0.20326 1.46074
H -0.33867 3.19055 -1.93373
H 0.74337 3.57671 -0.58653
H 1.35602 2.61473 -1.95644
H -2.75939 0.11403 -0.79487
H 1.00770 -1.58075 -0.88572
H 0.54663 -1.53018 -2.58720
H 2.60616 -1.45557 -3.78093
H 3.01737 0.59454 -0.50309
F -3.33619 -1.96164 4.38949
P -2.52629 -1.84472 2.99036
F -1.49226 -0.91337 3.87050
F -2.18233 -3.43043 3.14272
F -1.23844 -1.93108 1.89219
F -2.85199 -0.41623 2.15933
F -3.90468 -2.30565 2.24094
*
```

E_LUMO   -0.853 eV
Frontier orbital gap   10.4 eV
HOMO   -11.2 eV

---

Entry 10:
Here is the molecule C4H11BS from OMol25. Energies are from ωB97M-V/def2-TZVPD.

The geometry in ORCA input format:
```
! wB97M-V def2-TZVPD RIJCOSX def2/J DEFGRID3
* xyz 0 1
B 2.94690 -0.18064 1.42570
C -2.16876 -0.72995 1.06714
C -0.94506 -0.59350 0.04009
C -0.13695 0.73890 0.24414
C 1.00698 0.72031 -0.76121
S 2.28333 -0.58326 -0.24446
H 2.46597 0.77785 1.89468
H 3.73040 -0.92838 1.84585
H -1.82526 -0.94452 2.10981
H -2.81962 -1.58510 0.73249
H -2.75676 0.24432 1.26190
H -1.38471 -0.60467 -0.94959
H -0.13667 -1.42189 -0.06386
H 0.32781 0.89270 1.21830
H -0.87475 1.55551 0.04466
H 0.67653 0.50754 -1.77070
H 1.54780 1.61170 -0.71275
*
```

Energy relative to the best compared isomer or geometry (same formula, charge and spin)   14.6 kcal/mol
E_LUMO   0.496 eV
Frontier orbital gap   10.1 eV
HOMO   -9.6 eV

---

Entry 11:
Here is a cluster of 3 separate species, C4H11Br2N3O2 in total from OMol25. Energies are from ωB97M-V/def2-TZVPD.

The geometry in ORCA input format:
```
! wB97M-V def2-TZVPD RIJCOSX def2/J DEFGRID3
* xyz 0 1
C -0.97189 1.61801 -1.26694
C -1.65562 -1.00008 -0.12122
C 0.19047 0.70859 -0.84767
C 2.03028 1.40144 0.50921
N 1.30708 1.50864 -0.46517
N 0.99149 -2.68367 0.26600
N -0.43329 -0.20941 0.21330
O 2.15530 -2.76328 0.45943
O 1.85810 0.53669 1.49403
Br -1.77762 1.17778 2.77135
Br 0.16875 -4.14967 -0.68007
H -1.83711 1.55724 -0.61716
H -0.64418 2.68120 -1.36025
H -1.35767 1.31658 -2.20189
H -1.18419 -1.64342 -0.83682
H -1.89793 -1.54074 0.77990
H -2.30241 -0.36118 -0.80727
H 0.51939 0.01374 -1.72075
H 2.96419 1.84395 0.46697
H -0.74092 0.45974 1.08288
H 0.14682 -0.95045 0.69678
H 2.47098 0.47831 2.18536
*
```

Energy relative to the best compared isomer or geometry (same formula, charge and spin)   9.2 kcal/mol
E_LUMO   -2.222 eV
Frontier orbital gap   5.5 eV
HOMO   -7.8 eV

---

Entry 12:
Here is a structure of composition C4H11BrCuNO from OMol25. Energies are from ωB97M-V/def2-TZVPD.

The geometry in ORCA input format:
```
! wB97M-V def2-TZVPD RIJCOSX def2/J DEFGRID3
* xyz 1 2
Cu 4.19985 -0.52214 -27.33206
Br 2.26740 -1.19129 -25.85669
C 1.63297 -2.87586 -21.19058
C 0.26076 -2.52051 -21.71912
C -0.19850 -1.06796 -21.34228
O -0.26343 -1.09401 -19.96726
C -0.72664 0.10926 -19.37709
N 0.23903 -2.69896 -23.11485
H 1.70894 -2.76015 -20.11315
H 2.37556 -2.20626 -21.63629
H 1.91597 -3.90036 -21.42412
H -0.56181 -3.11163 -21.29114
H -1.17620 -0.77942 -21.75105
H 0.55468 -0.34066 -21.68255
H -1.65203 0.42804 -19.88149
H -0.02505 0.93208 -19.53574
H -0.96374 -0.08653 -18.34017
H 1.03672 -2.29552 -23.62589
H -0.55834 -2.48916 -23.72541
*
```

Energy relative to the best compared isomer or geometry (same formula, charge and spin)   0.0 kcal/mol
E_LUMO (spin up / spin down)   -4.375 / -7.783 eV
Frontier orbital gap (spin up / spin down)   8.2 / 4.8 eV
HOMO (spin up / spin down)   -12.6 / -12.5 eV

---

Which formula does entry 1 have?
C4H10S3

---

What did the sixth record say?
Here is the molecule C4H11B from OMol25. Energies are from ωB97M-V/def2-TZVPD.

The geometry in ORCA input format:
```
! wB97M-V def2-TZVPD RIJCOSX def2/J DEFGRID3
* xyz 0 1
B -0.66066 -1.16897 1.15925
C -0.28794 0.33653 0.61255
C -1.74155 1.02460 0.15305
C 0.66486 0.37743 -0.72095
C 1.88843 -0.71564 -0.73531
H -1.00707 -2.03932 0.42577
H -0.63306 -1.36005 2.34183
H 0.16610 1.01125 1.48642
H -2.44690 1.24458 1.07204
H -1.49204 2.05225 -0.37739
H -2.32059 0.29431 -0.59300
H 1.18387 1.45237 -0.73848
H -0.00176 0.29874 -1.70794
H 2.22870 -1.09545 0.31913
H 2.83373 -0.14917 -1.19430
H 1.62587 -1.56346 -1.50267
*
```

Energy relative to the best compared isomer or geometry (same formula, charge and spin)   65.4 kcal/mol
E_LUMO   0.321 eV
Frontier orbital gap   10.8 eV
HOMO   -10.4 eV